w | Here is a 2-piece molecular cluster, C3H4NP overall from the Open Molecules 2025 dataset. Energies are from the ωB97M-V functional and the def2-TZVPD basis.

Each line ends with the Mulliken charge.
Geometry (Å):
1 C 0.058 1.098 -0.532  -0.5637
2 C 0.895 0.416 0.247  0.1043
3 C -1.009 -0.863 -0.526  -0.1030
4 N -1.013 0.341 -0.966  -0.4358
5 P 0.482 -1.314 0.420  -0.0659
6 H 0.100 2.130 -0.833  0.3813
7 H 2.427 0.915 1.320  0.1943
8 H -1.806 -1.539 -0.796  0.4155
9 H -0.134 -1.184 1.664  0.0730

## Properties
* HOMO level: -9.646 eV
* LUMO energy: -0.43 eV
* HOMO-LUMO gap: 0.33859 Eh
* charge: 0


x | Here is one molecule with the formula C3H4NP from the Open Molecules 2025 dataset. Energies are from the ωB97M-V functional and the def2-TZVPD basis.

Each line ends with the Mulliken charge.
Geometry (Å):
1 C -0.540 -0.193 0.994  -0.2944
2 N 0.729 -0.903 0.765  -0.4736
3 C 1.036 -0.746 -0.456  -0.0370
4 P 0.055 0.379 -1.405  -0.2256
5 C -1.117 0.376 -0.066  -0.3517
6 H -1.019 -0.265 1.909  0.4167
7 H 1.889 -1.217 -0.908  0.4142
8 H 0.975 1.721 -0.903  0.0805
9 H -2.007 0.847 0.071  0.4710

## Properties
* HOMO level: -9.481 eV
* LUMO energy: -0.38 eV
* HOMO-LUMO gap: 0.33437 Eh
* charge: 0
* SMILES: C1=NC=[PH]=C1


y | Here is a 2-piece molecular cluster, C3H4NP overall from the Open Molecules 2025 dataset. Energies are from the ωB97M-V functional and the def2-TZVPD basis.

Each line ends with the Mulliken charge.
Geometry (Å):
1 C 2.725 0.193 1.202  0.3238
2 C -0.223 0.291 0.529  -0.7905
3 C 0.030 -0.300 -0.627  -0.3514
4 N 3.654 0.393 0.533  -0.3668
5 P 1.503 -0.397 2.223  -0.0041
6 H 0.141 1.392 0.623  0.3700
7 H -0.901 -0.321 1.234  0.3468
8 H -0.108 -1.367 -0.877  0.2345
9 H 0.579 0.118 -1.521  0.2376

## Properties
* HOMO level (alpha / beta): -8.311 / -8.443 eV
* LUMO energy (alpha / beta): -1.94 / -1.97 eV
* HOMO-LUMO gap (alpha / beta): 0.23428 / 0.23802 Eh
* charge: 0


Which is the most stable structure? x is the most stable.


w | Here is a 2-piece molecular cluster, C4H8INS overall from the Open Molecules 2025 dataset. Energies are from the ωB97M-V functional and the def2-TZVPD basis.

Each line ends with the Mulliken charge.
Geometry (Å):
1 C 1.287 0.847 1.997  -0.1202
2 C -0.847 0.975 -1.019  -1.1790
3 C 0.214 -1.638 0.187  -0.7092
4 C -0.364 0.548 0.336  0.0469
5 N 0.814 1.008 0.760  -0.1811
6 S 2.701 1.372 2.602  -0.3384
7 I -1.891 0.669 1.859  0.1128
8 H 0.563 0.391 2.675  0.1636
9 H -1.323 1.939 -0.737  0.4001
10 H -1.575 0.298 -1.304  0.3635
11 H 0.038 1.045 -1.728  0.3324
12 H -0.700 -2.171 0.400  0.3006
13 H 0.849 -1.601 1.112  0.2471
14 H 0.727 -1.919 -0.762  0.2830
15 H 1.558 1.215 0.073  0.2778

## Properties
* HOMO level: -8.078 eV
* LUMO energy: -0.02 eV
* HOMO-LUMO gap: 0.29610 Eh
* charge: 0


x | Here is C4H8INS as an isolated structure from the Open Molecules 2025 dataset. Energies are from the ωB97M-V functional and the def2-TZVPD basis.

Each line ends with the Mulliken charge.
Geometry (Å):
1 C -1.270 0.379 -0.414  -0.2029
2 C -0.866 1.479 -1.290  -0.6463
3 C 0.943 -0.301 0.262  0.1637
4 C 1.736 -1.227 1.146  -1.1257
5 N -0.301 -0.233 0.345  -0.2996
6 S -1.096 3.091 -0.584  -0.0782
7 I -1.463 -2.520 1.368  -0.0872
8 H -2.232 0.828 0.176  0.2598
9 H -1.782 -0.489 -0.820  0.3380
10 H 0.240 1.499 -1.645  0.2732
11 H -1.461 1.389 -2.324  0.2783
12 H 1.562 0.220 -0.411  0.3389
13 H 2.418 -0.515 1.721  0.2681
14 H 2.481 -1.849 0.638  0.3064
15 H 1.091 -1.752 1.830  0.2134

## Properties
* HOMO level (alpha / beta): -9.046 / -8.663 eV
* LUMO energy (alpha / beta): -1.76 / -2.17 eV
* HOMO-LUMO gap (alpha / beta): 0.26762 / 0.23855 Eh
* charge: 0


Which is the most stable structure? w is the most stable.


w | Here is an isolated ion of composition C22H30N3 and charge +1 from the Open Molecules 2025 dataset. Energies are from the ωB97M-V functional and the def2-TZVPD basis.

Each line ends with the Mulliken charge.
Geometry (Å):
1 C -1.017 -2.838 0.430  -0.8865
2 C -1.808 -2.557 1.483  0.0458
3 C -2.119 -1.119 1.712  -0.7138
4 N -3.426 -0.744 2.448  -0.3330
5 C -4.274 -1.535 3.654  1.1453
6 C -5.750 -1.303 3.344  -1.2070
7 C -6.555 -2.012 2.529  -0.2161
8 C -7.987 -1.830 2.283  0.7282
9 C -8.644 -2.620 1.307  -0.7705
10 C -9.999 -2.473 1.020  -0.3159
11 C -10.795 -1.539 1.712  -0.1864
12 N -12.147 -1.315 1.362  0.1563
13 C -13.202 -1.878 2.181  -0.9355
14 C -12.531 -0.133 0.596  -0.9152
15 C -10.160 -0.785 2.740  -0.1751
16 C -8.800 -0.940 3.022  -0.8622
17 C -3.763 -0.934 4.995  -0.0127
18 C -2.528 -1.379 5.446  -0.6424
19 C -1.921 -0.800 6.546  -0.4158
20 C -2.559 0.219 7.256  -0.2963
21 N -1.925 0.847 8.347  0.1411
22 C -1.503 2.231 8.223  -0.9134
23 C -2.253 0.399 9.686  -0.9090
24 C -3.858 0.603 6.853  -0.4172
25 C -4.483 -0.013 5.767  -0.6452
26 H -0.726 -3.864 0.233  0.2843
27 H -0.687 -2.061 -0.279  0.2574
28 H -2.243 -3.291 2.178  0.3207
29 H -1.312 -0.520 2.156  0.3634
30 H -2.278 -0.660 0.722  0.4674
31 H -3.259 0.200 2.836  0.4452
32 H -4.104 -0.578 1.668  0.4774
33 H -4.024 -2.630 3.681  0.5667
34 H -6.196 -0.465 3.881  0.1245
35 H -6.121 -2.838 1.971  0.3927
36 H -8.079 -3.357 0.750  0.3282
37 H -10.474 -3.019 0.207  0.4341
38 H -12.866 -2.839 2.576  0.2956
39 H -13.452 -1.221 3.023  0.3215
40 H -14.112 -2.030 1.590  0.3242
41 H -11.730 0.112 -0.115  0.2849
42 H -13.461 -0.332 0.040  0.3184
43 H -12.696 0.735 1.258  0.3156
44 H -10.776 -0.041 3.257  0.3722
45 H -8.346 -0.356 3.831  0.3375
46 H -2.052 -2.226 4.958  0.4027
47 H -0.947 -1.133 6.890  0.4623
48 H -1.124 2.387 7.203  0.2759
49 H -2.342 2.927 8.399  0.3095
50 H -0.705 2.406 8.958  0.3414
51 H -2.408 -0.688 9.669  0.2974
52 H -1.432 0.635 10.373  0.3292
53 H -3.174 0.871 10.073  0.3044
54 H -4.394 1.347 7.450  0.4129
55 H -5.525 0.225 5.585  0.3846

## Properties
* HOMO level: -10.224 eV
* LUMO energy: -2.95 eV
* HOMO-LUMO gap: 0.26745 Eh
* charge: +1
* SMILES: C=CC[NH2+][C@H](/C=C/c1ccc(N(C)C)cc1)c1ccc(N(C)C)cc1


x | Here is an isolated ion of composition C22H30N3 and charge +1 from the Open Molecules 2025 dataset. Energies are from the ωB97M-V functional and the def2-TZVPD basis.

Each line ends with the Mulliken charge.
Geometry (Å):
1 C -6.411 -3.182 -1.725  -1.3768
2 C -5.113 -2.448 -1.569  0.9434
3 C -5.108 -1.050 -1.517  -0.5346
4 C -3.933 -0.341 -1.293  -0.7579
5 C -2.696 -0.997 -1.068  0.0788
6 C -1.551 -0.160 -0.719  0.0375
7 C -0.261 -0.542 -0.692  -0.3735
8 C 1.008 0.216 -0.370  0.8932
9 N 1.164 0.939 0.872  0.0227
10 C 0.551 1.989 1.518  0.4138
11 N -0.384 2.779 0.946  0.3195
12 C -1.305 3.647 1.716  -0.9543
13 C -0.293 3.142 -0.483  -1.0227
14 N 0.993 2.267 2.791  0.0533
15 C 0.146 2.662 3.905  -1.1062
16 C 2.404 2.273 3.189  -1.2307
17 C 2.277 -0.684 -0.609  -0.5343
18 C 3.496 -0.043 -0.859  -0.3665
19 C 4.671 -0.750 -1.134  -0.6601
20 C 4.674 -2.146 -1.277  1.0182
21 C 5.960 -2.844 -1.604  -1.3753
22 C 3.458 -2.813 -1.065  -0.9692
23 C 2.291 -2.088 -0.750  -0.5218
24 C -2.692 -2.416 -1.225  -0.6690
25 C -3.889 -3.113 -1.439  -0.6570
26 H -6.248 -4.261 -1.753  0.3524
27 H -7.101 -2.997 -0.893  0.3173
28 H -6.931 -2.876 -2.640  0.3256
29 H -6.045 -0.516 -1.627  0.3809
30 H -3.949 0.750 -1.283  0.3197
31 H -1.817 0.880 -0.494  0.2485
32 H 0.019 -1.503 -1.104  0.2365
33 H 1.047 0.906 -1.248  0.2890
34 H 1.950 0.638 1.464  0.3000
35 H -0.836 4.492 2.240  0.3460
36 H -1.985 4.098 0.991  0.3105
37 H -1.930 3.089 2.423  0.3589
38 H 0.704 3.537 -0.770  0.3108
39 H -0.547 2.280 -1.112  0.3384
40 H -1.045 3.924 -0.671  0.3603
41 H -0.819 2.164 3.860  0.4438
42 H 0.654 2.387 4.832  0.3453
43 H -0.055 3.731 3.996  0.3187
44 H 3.122 2.189 2.361  0.4082
45 H 2.651 3.226 3.691  0.3981
46 H 2.539 1.482 3.943  0.4108
47 H 3.517 1.047 -0.908  0.3953
48 H 5.606 -0.192 -1.256  0.3597
49 H 5.827 -3.921 -1.704  0.3599
50 H 6.377 -2.456 -2.537  0.3276
51 H 6.713 -2.652 -0.833  0.3262
52 H 3.416 -3.909 -1.169  0.3065
53 H 1.363 -2.655 -0.701  0.4897
54 H -1.757 -2.974 -1.160  0.3567
55 H -3.898 -4.203 -1.477  0.2884

## Properties
* HOMO level: -10.604 eV
* LUMO energy: -2.70 eV
* HOMO-LUMO gap: 0.29030 Eh
* charge: +1
* SMILES: Cc1ccc(/C=C/[C@@H](NC(N(C)C)=[N+](C)C)c2ccc(C)cc2)cc1


Which is the most stable structure? x is the most stable.